Record 1
Density functional theory data (ωB97M-V/def2-TZVPD) for C45H48Br4N6O2SbSiTi as an isolated structure at a distorted geometry.

The energy relative to the best compared isomer or geometry (same formula, charge and spin) comes out at 106.93 kJ/mol. Its orbital gap (spin up / spin down) is 3.96 / 3.95 eV. For the LUMO energy (spin up / spin down), the calculation gives 1.1 / 1.1 eV. As for the total charge: -1. The calculation puts the total energy at -13897.91671 hartree.

```
108
C45H48Br4N6O2SbSiTi | OMol25 | ωB97M-V/def2-TZVPD
Ti 0.086 -0.416 -0.979
C -2.299 -4.885 2.633
C -2.922 -3.521 2.472
C -3.918 -3.085 3.334
C -4.571 -1.893 3.043
C -4.210 -1.187 1.912
C -3.150 -1.649 1.120
N -2.521 -2.797 1.416
Sb -2.634 -0.652 -0.786
C -3.026 1.327 0.645
C -3.796 2.480 0.452
C -3.686 3.566 1.313
C -2.790 3.503 2.367
C -2.035 2.344 2.528
C -1.041 2.215 3.658
N -2.149 1.297 1.699
C -3.414 -2.653 -1.603
C -4.631 -2.782 -2.278
C -5.049 -4.033 -2.707
C -4.239 -5.131 -2.471
C -3.024 -4.936 -1.820
C -2.091 -6.088 -1.551
N -2.626 -3.732 -1.392
H -1.262 -4.877 2.308
H -2.360 -5.238 3.665
H -2.828 -5.600 1.996
H -4.194 -3.678 4.201
H -5.365 -1.535 3.689
H -4.728 -0.274 1.641
H -4.484 2.520 -0.390
H -4.289 4.459 1.166
H -2.671 4.335 3.055
H -0.299 3.020 3.629
H -0.532 1.254 3.583
H -1.543 2.265 4.627
H -5.236 -1.900 -2.464
H -5.997 -4.157 -3.223
H -4.532 -6.125 -2.800
H -2.070 -6.786 -2.393
H -2.410 -6.643 -0.662
H -1.085 -5.706 -1.371
Br 0.686 0.315 -7.825
C 0.426 -0.409 -6.100
C 0.038 -1.736 -5.929
Br -0.262 -2.847 -7.429
C -0.152 -2.249 -4.635
Br -0.572 -4.056 -4.308
C 0.011 -1.435 -3.531
O -0.133 -1.812 -2.251
C 0.410 -0.095 -3.703
O 0.592 0.581 -2.577
C 0.623 0.404 -4.975
Br 1.195 2.199 -5.087
N 2.374 6.002 0.665
C 2.481 7.356 0.430
C 3.367 8.332 0.889
C 3.160 9.618 0.431
C 2.108 9.922 -0.457
C 1.237 8.948 -0.901
C 1.426 7.643 -0.441
N 0.709 6.489 -0.717
C 1.301 5.549 -0.052
C 0.889 4.127 -0.073
C -0.223 3.753 -0.802
C -0.579 2.424 -0.857
N 0.095 1.464 -0.219
C 1.172 1.824 0.475
C 1.597 3.140 0.578
H 2.985 5.448 1.237
H 4.179 8.097 1.568
H 3.819 10.410 0.763
H 1.986 10.943 -0.797
H 0.431 9.176 -1.590
H -0.796 4.500 -1.334
H -1.431 2.102 -1.435
H 1.715 1.033 0.964
H 2.487 3.345 1.161
C 1.089 -3.551 0.127
Si 1.831 -1.828 0.330
C 3.515 -1.885 -0.616
C 3.222 -1.686 -2.112
C 4.451 -0.759 -0.166
C 4.229 -3.232 -0.465
C 2.134 -1.677 2.249
C 2.591 -0.295 2.745
C 0.780 -1.957 2.913
C 3.155 -2.705 2.747
H 1.514 -4.283 0.824
H 1.252 -3.907 -0.898
H 0.001 -3.505 0.274
H 2.808 -0.698 -2.318
H 2.519 -2.434 -2.492
H 4.153 -1.782 -2.692
H 3.960 0.221 -0.230
H 5.339 -0.722 -0.815
H 4.799 -0.900 0.862
H 3.606 -4.052 -0.834
H 4.492 -3.455 0.571
H 5.159 -3.229 -1.053
H 1.781 0.439 2.694
H 3.455 0.097 2.198
H 2.878 -0.362 3.805
H -0.042 -1.408 2.443
H 0.811 -1.675 3.978
H 0.531 -3.014 2.859
H 4.170 -2.454 2.425
H 2.932 -3.718 2.400
H 3.154 -2.721 3.848
```


Record 2
Density functional theory data (ωB97M-V/def2-TZVPD) for C45H48Cl4Ge2O5PRuS2Si as an isolated structure at a distorted geometry.

Its orbital gap (spin up / spin down) is 4.66 / 5.05 eV. The multiplicity is 2. For the LUMO energy (spin up / spin down), the calculation gives -2.9 / -2.7 eV. The calculation puts the total energy at -9636.63606 hartree.

```
109
C45H48Cl4Ge2O5PRuS2Si | OMol25 | ωB97M-V/def2-TZVPD
Ru -1.358 -0.387 0.299
Cl -3.773 -5.937 3.457
C -3.088 -4.404 3.130
C -2.686 -3.562 4.243
Cl -2.888 -4.154 5.834
C -2.180 -2.319 4.032
Cl -1.782 -1.269 5.321
C -1.973 -1.846 2.688
O -1.511 -0.713 2.413
C -2.345 -2.698 1.583
O -2.136 -2.246 0.417
C -2.943 -3.975 1.849
Cl -3.498 -4.897 0.518
C -1.436 4.807 -1.229
C -2.915 4.477 -1.252
C -3.747 5.463 -0.454
O -3.193 3.118 -0.793
P -2.575 2.312 0.415
S -3.652 0.648 0.557
S -0.657 1.844 0.093
O -2.711 3.386 1.569
C -2.261 3.429 2.960
C -2.760 2.229 3.734
C -0.760 3.613 3.054
H -1.284 5.789 -1.677
H -0.863 4.072 -1.794
H -1.058 4.828 -0.204
H -3.264 4.452 -2.284
H -3.372 5.543 0.565
H -4.787 5.141 -0.419
H -3.700 6.443 -0.932
H -2.749 4.334 3.322
H -2.243 1.322 3.420
H -3.830 2.086 3.582
H -2.572 2.380 4.798
H -0.231 2.700 2.797
H -0.498 3.887 4.077
H -0.418 4.402 2.383
C -2.215 -4.182 -2.595
Ge -2.511 -2.249 -2.768
C -2.619 -1.844 -4.686
C -4.249 -1.744 -2.035
Ge -0.504 -0.948 -1.942
C 1.049 -1.901 -2.641
C 0.837 -2.959 -3.524
C 1.898 -3.579 -4.170
C 3.194 -3.144 -3.943
C 3.421 -2.090 -3.071
C 2.358 -1.475 -2.425
C -0.539 0.687 -3.044
C -1.774 1.298 -3.270
C -1.871 2.465 -4.013
C -0.721 3.066 -4.508
C 0.516 2.482 -4.277
C 0.604 1.293 -3.563
H -3.163 -4.669 -2.365
H -1.505 -4.414 -1.802
H -1.837 -4.581 -3.536
H -3.511 -2.341 -5.076
H -1.749 -2.212 -5.231
H -2.711 -0.773 -4.865
H -4.969 -2.520 -2.306
H -4.581 -0.797 -2.462
H -4.229 -1.650 -0.954
H -0.167 -3.304 -3.720
H 1.710 -4.398 -4.853
H 4.026 -3.627 -4.440
H 4.431 -1.745 -2.892
H 2.558 -0.659 -1.742
H -2.674 0.864 -2.842
H -2.842 2.909 -4.199
H -0.787 3.994 -5.063
H 1.417 2.956 -4.650
H 1.573 0.830 -3.417
O 0.588 -0.945 0.444
Si 2.043 -0.652 1.120
C 2.865 0.961 0.578
C 2.421 1.700 -0.518
C 2.997 2.917 -0.862
C 4.050 3.416 -0.111
C 4.535 2.682 0.965
C 3.947 1.473 1.305
C 1.998 -0.473 2.998
C 1.003 0.299 3.603
C 0.988 0.509 4.974
C 1.973 -0.054 5.774
C 2.969 -0.826 5.195
C 2.981 -1.032 3.820
C 3.288 -2.025 0.815
C 4.495 -1.790 0.156
C 5.424 -2.807 -0.028
C 5.160 -4.083 0.444
C 3.958 -4.342 1.091
C 3.036 -3.322 1.273
H 1.602 1.326 -1.117
H 2.615 3.474 -1.710
H 4.486 4.377 -0.355
H 5.367 3.058 1.548
H 4.330 0.917 2.154
H 0.224 0.731 2.990
H 0.207 1.114 5.421
H 1.960 0.105 6.845
H 3.744 -1.263 5.813
H 3.767 -1.639 3.385
H 4.719 -0.796 -0.216
H 6.357 -2.601 -0.540
H 5.888 -4.874 0.314
H 3.745 -5.338 1.460
H 2.104 -3.535 1.788
```


Record 3
Density functional theory data (ωB97M-V/def2-TZVPD) for a 10-piece molecular cluster, C45H48F3N7O21 overall at a distorted geometry.

Its orbital gap is 8.04 eV. For the LUMO energy, the calculation gives -1.3 eV. The calculation puts the total energy at -4005.96566 hartree. Its SMILES is O=[N+]([O-])c1ccccc1.O=[N+]([O-])c1ccccc1.O=[N+]([O-])c1ccccc1.O=[N+]([O-])c1ccccc1.O=[N+]([O-])c1ccccc1.O=C1OC[C@@H](F)O1.O=C1OC[C@@H](F)O1.O=C1OC[C@@H](F)O1.CN(C)C=O.CN(C)C=O.

```
124
C45H48F3N7O21 | OMol25 | ωB97M-V/def2-TZVPD
C -1.000 0.486 5.431
C -1.214 0.873 3.998
O -2.638 1.194 3.985
C -3.159 0.732 5.135
O -4.289 0.862 5.528
O -2.244 0.171 5.918
F -1.167 -0.128 3.170
H -0.722 1.360 6.020
H -0.266 -0.269 5.714
H -0.678 1.708 3.545
C -3.927 1.805 -3.121
C -2.698 2.430 -3.673
O -3.037 2.403 -5.061
C -4.395 2.499 -5.161
O -5.067 2.657 -6.217
O -4.883 2.352 -3.949
F -1.604 1.692 -3.431
H -4.134 2.204 -2.128
H -3.935 0.716 -3.080
H -2.423 3.434 -3.349
C 1.807 -1.443 3.755
C 2.762 -1.174 4.861
O 2.548 -2.222 5.722
C 1.359 -2.805 5.503
O 0.837 -3.560 6.312
O 0.772 -2.233 4.378
F 2.649 -0.032 5.584
H 2.189 -2.039 2.927
H 1.279 -0.533 3.470
H 3.778 -1.178 4.465
C -5.805 1.569 0.936
C -6.528 0.717 0.106
C -5.928 -0.507 -0.267
C -4.526 -0.703 -0.047
C -3.800 0.275 0.707
C -4.423 1.390 1.214
N -3.923 -2.059 -0.387
O -4.680 -3.000 -0.588
O -2.691 -2.121 -0.274
H -6.389 2.385 1.336
H -7.561 0.984 -0.062
H -6.565 -1.279 -0.672
H -2.745 0.231 0.930
H -3.850 2.082 1.814
C -3.745 8.515 0.743
C -4.390 7.299 0.424
C -3.754 6.081 0.489
C -2.414 6.075 0.729
C -1.744 7.280 0.916
C -2.438 8.464 1.017
N -1.646 4.822 0.636
O -0.605 4.735 1.260
O -2.081 3.928 -0.093
H -4.267 9.461 0.754
H -5.444 7.274 0.191
H -4.448 5.263 0.366
H -0.691 7.249 1.155
H -1.875 9.374 1.161
C 6.291 1.378 -5.122
C 6.561 0.402 -4.133
C 5.545 -0.093 -3.328
C 4.202 0.314 -3.573
C 4.007 1.293 -4.554
C 5.049 1.890 -5.325
N 3.144 -0.179 -2.708
O 3.423 -0.941 -1.818
O 1.996 0.172 -2.947
H 7.102 1.826 -5.678
H 7.561 0.032 -3.966
H 5.829 -0.735 -2.508
H 3.010 1.691 -4.673
H 4.829 2.650 -6.060
C 1.959 -4.357 -4.211
C 1.504 -5.001 -5.358
C 0.494 -4.380 -6.078
C -0.029 -3.177 -5.692
C 0.481 -2.563 -4.527
C 1.466 -3.101 -3.755
N -0.945 -2.447 -6.498
O -1.476 -1.414 -6.081
O -1.389 -2.921 -7.588
H 2.738 -4.859 -3.657
H 1.841 -5.997 -5.604
H 0.136 -4.924 -6.940
H 0.103 -1.572 -4.323
H 1.891 -2.607 -2.894
C -1.577 -4.404 1.880
C -1.607 -5.431 2.807
C -0.522 -6.325 2.934
C 0.583 -6.205 2.089
C 0.638 -5.115 1.215
C -0.447 -4.232 1.109
N 1.790 -7.151 2.250
O 2.830 -6.956 1.568
O 1.745 -7.955 3.195
H -2.430 -3.743 1.852
H -2.464 -5.504 3.460
H -0.564 -7.167 3.609
H 1.466 -4.838 0.579
H -0.459 -3.465 0.349
C 0.976 1.336 0.842
O 1.740 1.038 1.767
N 0.361 0.458 0.119
C -0.522 0.953 -0.950
C 0.517 -1.003 0.268
H 0.574 2.335 0.612
H -0.163 1.775 -1.569
H -1.455 1.349 -0.551
H -0.789 0.177 -1.668
H -0.421 -1.350 0.703
H 0.713 -1.414 -0.722
H 1.298 -1.293 0.971
C 6.010 0.071 3.849
O 6.442 -1.029 4.137
N 5.389 0.424 2.665
C 4.955 1.848 2.425
C 5.059 -0.554 1.589
H 6.036 0.945 4.517
H 4.006 1.886 1.890
H 5.699 2.365 1.818
H 4.692 2.363 3.349
H 4.017 -0.654 1.286
H 5.625 -0.098 0.776
H 5.386 -1.565 1.832
```


Number 3 is which compound? C45H48F3N7O21


Number 2 is which compound? C45H48Cl4Ge2O5PRuS2Si